Molecular formula: C53H43AsBrF6N4O6PV
Method: DFT, the ωB97M-V functional and the def2-TZVPD basis

Structure (XYZ):
```
116
Properties=species:S:1:pos:R:3
V 0.149 -0.235 0.819
O 1.931 2.427 5.140
C 2.049 1.126 5.449
C 2.672 0.809 6.654
C 2.801 -0.507 7.045
C 2.327 -1.551 6.245
C 1.730 -1.253 5.043
C 1.580 0.082 4.630
C 0.939 0.327 3.357
O 0.578 -0.672 2.608
N 0.668 1.562 2.961
N 0.034 1.480 1.758
C -0.501 2.484 1.173
C -1.360 2.113 0.051
C -2.142 2.968 -0.682
C -3.018 2.424 -1.621
C -3.084 1.055 -1.770
C -2.247 0.250 -1.006
N -1.402 0.778 -0.130
H 1.458 2.511 4.289
H 3.043 1.619 7.268
H 3.276 -0.731 7.992
H 2.431 -2.578 6.564
H 1.368 -2.034 4.386
H -0.400 3.486 1.572
H -2.075 4.035 -0.517
H -3.641 3.070 -2.224
H -3.760 0.594 -2.476
H -2.261 -0.827 -1.074
Br 4.752 -1.055 0.556
C 4.633 0.287 -0.764
C 5.802 0.560 -1.461
C 5.831 1.551 -2.430
C 4.692 2.296 -2.696
C 3.524 2.004 -2.020
C 3.464 0.987 -1.068
C 2.126 0.716 -0.490
O 2.016 0.259 0.717
O 1.085 0.950 -1.124
H 6.692 -0.010 -1.232
H 6.749 1.741 -2.972
H 4.711 3.089 -3.432
H 2.628 2.579 -2.210
C -1.766 4.043 -4.789
C -0.610 3.842 -4.046
C -0.192 2.552 -3.744
C -0.897 1.433 -4.190
C -2.071 1.653 -4.914
C -2.499 2.943 -5.213
As -0.224 -0.342 -3.605
C 1.197 -0.547 -4.939
C 2.188 0.425 -5.026
C 3.230 0.298 -5.932
C 3.295 -0.810 -6.765
C 2.327 -1.798 -6.664
C 1.289 -1.674 -5.750
C -1.605 -1.490 -4.397
C -2.259 -2.391 -3.562
C -3.265 -3.217 -4.053
C -3.621 -3.155 -5.391
C -2.958 -2.279 -6.243
C -1.953 -1.459 -5.750
H -2.096 5.046 -5.030
H -0.038 4.692 -3.692
H 0.674 2.404 -3.110
H -2.670 0.816 -5.245
H -3.410 3.086 -5.783
H 2.157 1.287 -4.371
H 4.000 1.059 -5.977
H 4.101 -0.906 -7.481
H 2.384 -2.678 -7.294
H 0.562 -2.469 -5.655
H -1.961 -2.481 -2.524
H -3.754 -3.918 -3.387
H -4.402 -3.799 -5.777
H -3.219 -2.240 -7.294
H -1.428 -0.794 -6.426
C -7.842 -1.776 4.387
C -7.157 -1.283 3.137
C -7.757 -0.291 2.371
C -7.126 0.217 1.247
C -5.895 -0.289 0.870
C -5.289 -1.299 1.611
N -4.021 -1.761 1.164
C -3.690 -3.098 0.966
C -4.703 -4.017 0.668
C -4.407 -5.346 0.434
C -3.096 -5.804 0.490
C -2.089 -4.910 0.792
C -2.362 -3.562 1.028
C -1.196 -2.713 1.406
O -0.215 -3.160 1.930
O -1.337 -1.389 1.094
C -5.905 -1.797 2.766
C -5.243 -2.839 3.629
H -8.822 -1.313 4.496
H -7.256 -1.532 5.276
H -7.973 -2.860 4.375
H -8.725 0.094 2.668
H -7.602 0.991 0.657
H -5.391 0.076 -0.017
H -3.242 -1.131 1.246
H -5.727 -3.666 0.622
H -5.211 -6.034 0.201
H -2.865 -6.844 0.304
H -1.058 -5.230 0.852
H -5.672 -3.829 3.452
H -5.380 -2.607 4.685
H -4.176 -2.909 3.436
F -0.099 -1.946 -1.086
P 1.330 -2.844 -1.292
F 2.059 -1.529 -1.881
F 2.676 -3.674 -1.422
F 1.701 -2.315 0.205
F 0.560 -4.106 -0.695
F 0.832 -3.214 -2.772
```

Calculated values
- highest occupied orbital energy (alpha / beta) (eV) = -7.78 / -7.78
- calculated total energy (a.u.) = -9410.60374
- spin multiplicity = 2
- relative energy (zero: lowest compared OMol25 entry of this formula, charge and spin) (kcal/mol) = 0.0